# 1
C5H9NO | wB97M-V/def2-TZVPD

Last column: Mulliken charge in e.
Element x y z (Å)
C (0.166, -1.571, 0.191)  0.163
C (0.142, -0.169, 0.571)  1.382
C (-0.745, 0.532, 1.584)  -1.675
C (1.383, 0.697, 0.378)  -1.522
C (-0.710, -0.375, -2.112)  -0.719
N (-0.460, -0.738, -0.669)  -0.258
O (0.557, -2.681, 0.369)  -0.615
H (-1.684, 0.067, 1.644)  0.435
H (-0.829, 1.635, 1.390)  0.345
H (-0.404, 0.473, 2.534)  0.438
H (1.034, 1.737, 0.584)  0.325
H (1.818, 0.442, -0.484)  0.541
H (2.034, 0.517, 1.321)  0.321
H (-0.120, 0.580, -2.240)  0.279
H (-0.393, -1.098, -2.881)  0.294
H (-1.790, -0.049, -2.179)  0.267

Force components x, y, z for each atom (eV/Å):
C -0.54 0.44 -1.14
C 0.19 2.53 0.22
C -0.64 0.77 -2.64
C -1.52 0.49 5.93
C 0.05 2.04 1.55
N -0.32 -1.22 -0.67
O 0.17 -0.76 0.10
H -1.60 -0.40 -0.25
H -0.19 -1.05 -0.21
H 1.70 -0.35 3.02
H 0.68 -0.52 -1.17
H 2.18 -0.29 -3.26
H -0.54 0.04 -1.77
H -0.50 -0.98 -0.25
H -0.27 0.03 0.79
H 1.13 -0.76 -0.26

As for the strongest force on any atom: 6.14 eV Å⁻¹. The value obtained for the total energy is -325.823165 Eh. The molar mass comes out at 99.13 g mol⁻¹. The total charge is 0. The SMILES is CN1C(=O)C1(C)C. As for the HOMO energy: -9.27 eV.

***

# 2
C5H9NO | wB97M-V/def2-TZVPD

Last column: Mulliken charge in e.
Element x y z (Å)
C (1.954, 1.771, 0.309)  -0.761
O (0.839, -0.882, -0.910)  -0.592
C (-0.290, -1.026, -0.478)  0.825
C (-1.506, -0.680, -1.306)  -1.114
C (-0.548, -1.524, 0.927)  -1.090
C (0.525, 1.868, 0.598)  0.436
N (-0.610, 1.906, 0.820)  -0.452
H (2.256, 2.576, -0.364)  0.280
H (2.528, 1.845, 1.235)  0.274
H (2.144, 0.805, -0.166)  0.256
H (-2.217, -1.515, -1.328)  0.371
H (-1.203, -0.419, -2.322)  0.294
H (-2.010, 0.177, -0.842)  0.294
H (-0.985, -0.706, 1.513)  0.307
H (0.390, -1.844, 1.388)  0.280
H (-1.267, -2.352, 0.925)  0.394

Force components x, y, z for each atom (eV/Å):
C 0.03 -0.01 0.00
O -0.43 -0.11 0.17
C 0.13 -0.01 -0.07
C 0.03 0.02 -0.05
C 0.06 -0.03 0.02
C -0.97 0.02 0.19
N 1.13 0.00 -0.21
H -0.05 -0.08 0.07
H -0.08 0.00 -0.09
H -0.01 0.15 0.07
H 0.13 0.13 0.03
H -0.05 -0.04 0.16
H 0.06 -0.14 -0.05
H 0.05 -0.13 -0.11
H -0.15 0.06 -0.07
H 0.12 0.15 -0.03

As for the strongest force on any atom: 1.15 eV Å⁻¹. The value obtained for the total energy is -325.904783 Eh. The molar mass comes out at 99.13 g mol⁻¹. The total charge is 0. The SMILES is CC(C)=O.CC#N. As for the HOMO energy: -9.73 eV.

***

# 3
C5H9NO | wB97M-V/def2-TZVPD

Last column: Mulliken charge in e.
Element x y z (Å)
C (-1.187, -0.253, 1.156)  -1.084
C (-0.227, 0.059, 0.079)  1.103
C (0.055, -1.180, -0.688)  -1.168
C (-0.352, 1.343, -0.734)  -0.537
O (1.091, 1.503, -0.765)  -0.406
C (1.291, 0.471, 0.109)  0.180
N (2.319, 0.097, 0.723)  -0.669
H (-0.859, -1.014, 1.861)  0.366
H (-1.614, 0.629, 1.683)  0.333
H (-1.868, -1.234, 0.267)  0.113
H (0.680, -1.877, -0.117)  0.404
H (-1.269, -1.755, -0.558)  0.150
H (0.438, -1.010, -1.706)  0.389
H (-0.810, 2.174, -0.186)  0.296
H (-0.762, 1.271, -1.744)  0.232
H (3.075, 0.776, 0.622)  0.299

Force components x, y, z for each atom (eV/Å):
C -1.12 -1.43 -0.95
C 1.52 -0.16 -0.10
C -2.95 -2.09 -0.65
C -0.23 0.02 -0.24
O 0.23 0.23 -0.08
C -0.29 0.85 1.54
N -0.54 0.37 -0.04
H 0.29 0.19 0.10
H -0.18 -0.85 -0.55
H 0.24 2.89 2.75
H -0.19 0.19 -0.28
H 3.37 0.69 -1.41
H -0.31 -0.40 0.28
H 0.05 -0.21 -0.08
H 0.03 0.00 0.06
H 0.08 -0.28 -0.33

As for the strongest force on any atom: 4.00 eV Å⁻¹. The value obtained for the total energy is -325.745488 Eh. The molar mass comes out at 99.13 g mol⁻¹. The total charge is 0. As for the HOMO energy: -9.65 eV.

***

# 4
C5H9NO | wB97M-V/def2-TZVPD

Last column: Mulliken charge in e.
Element x y z (Å)
C (1.891, -0.405, 0.373)  -1.378
C (0.755, 0.391, -0.245)  0.553
C (-0.212, -0.210, -1.261)  -0.593
N (-1.381, 0.543, -0.766)  -0.512
C (-1.967, -0.178, 0.214)  -0.434
C (-0.332, 0.910, 0.710)  0.317
O (-0.464, 1.856, 1.427)  -0.585
H (1.531, -1.315, 0.866)  0.345
H (2.433, 0.200, 1.108)  0.357
H (2.603, -0.700, -0.406)  0.358
H (1.143, 1.323, -0.671)  0.264
H (0.021, 0.029, -2.301)  0.285
H (-0.314, -1.302, -1.165)  0.295
H (-0.887, -0.234, 1.175)  0.092
H (-2.700, 0.353, 0.823)  0.346
H (-2.120, -1.261, 0.118)  0.289

Force components x, y, z for each atom (eV/Å):
C 0.00 -0.02 0.03
C 0.05 0.04 -0.02
C 0.13 -0.09 -0.11
N -0.23 -0.07 -0.06
C -0.16 0.02 -0.05
C 0.17 0.41 0.41
O 0.01 -0.40 -0.34
H 0.01 0.12 -0.08
H -0.10 -0.10 -0.09
H -0.11 0.03 0.12
H -0.05 -0.10 0.04
H -0.03 -0.01 0.16
H 0.00 0.15 -0.02
H 0.10 0.01 0.04
H 0.11 -0.10 -0.07
H 0.10 0.13 0.04

As for the strongest force on any atom: 0.60 eV Å⁻¹. The value obtained for the total energy is -325.774397 Eh. The molar mass comes out at 99.13 g mol⁻¹. The total charge is 0. As for the HOMO energy: -8.71 eV.

***

# 5
C5H9NO | wB97M-V/def2-TZVPD

Last column: Mulliken charge in e.
Element x y z (Å)
C (-1.368, -0.909, -0.742)  -1.056
C (-0.535, 0.148, -0.115)  0.273
C (-0.896, 1.496, 0.477)  -0.482
C (0.622, 1.679, 0.798)  -0.325
C (0.771, 0.319, 0.166)  0.247
N (1.862, -0.536, -0.071)  -0.070
O (2.920, -0.077, 0.320)  -0.396
H (-1.962, -0.488, -1.562)  0.307
H (-2.076, -1.312, -0.009)  0.292
H (-0.757, -1.729, -1.127)  0.232
H (0.997, -3.582, -0.760)  0.210
H (-1.309, 2.216, -0.239)  0.247
H (-1.552, 1.452, 1.353)  0.246
H (0.869, 1.734, 1.862)  0.237
H (1.114, 2.502, 0.270)  0.234
H (1.300, -2.915, -0.620)  -0.197

Force components x, y, z for each atom (eV/Å):
C 0.04 -0.04 -0.03
C 0.02 -0.09 -0.03
C -0.16 0.06 0.00
C 0.16 0.14 0.10
C -0.07 -0.05 -0.03
N 0.18 0.29 0.14
O -0.29 -0.17 -0.13
H 0.08 -0.04 0.11
H 0.09 0.07 -0.09
H -0.09 0.14 0.08
H 0.03 0.02 0.01
H 0.05 -0.11 0.09
H 0.09 0.00 -0.12
H -0.04 0.00 -0.15
H -0.08 -0.12 0.07
H -0.03 -0.12 -0.03

As for the strongest force on any atom: 0.37 eV Å⁻¹. The value obtained for the total energy is -325.751747 Eh. The molar mass comes out at 99.13 g mol⁻¹. The total charge is 0. The SMILES is CC1=C(N=O)CC1.[H][H]. As for the HOMO energy: -8.93 eV.

***

# 6
C5H9NO | wB97M-V/def2-TZVPD

Last column: Mulliken charge in e.
Element x y z (Å)
C (1.680, -0.820, 0.785)  -0.443
C (2.187, 0.417, 1.209)  -0.275
N (1.204, 1.361, 1.026)  -0.157
C (0.203, 0.924, 0.196)  0.230
C (0.374, -0.549, 0.320)  -0.133
C (-0.891, 1.766, -0.490)  -0.962
H (2.554, -1.528, 0.596)  0.267
H (3.119, 0.327, 1.844)  0.323
H (1.307, 2.343, 0.941)  0.232
H (-0.489, -1.279, -0.051)  0.132
H (-1.834, 1.138, -0.581)  0.263
H (-1.276, 2.607, 0.189)  0.294
H (-0.647, 2.162, -1.529)  0.238
H (-2.455, -3.186, -0.691)  0.327
H (-2.898, -2.790, -2.142)  0.304
O (-2.138, -2.892, -1.621)  -0.639

Force components x, y, z for each atom (eV/Å):
C 1.73 1.48 -0.13
C 0.37 -2.02 0.90
N 0.35 1.45 -1.58
C -0.51 -4.69 1.66
C -2.94 0.77 -3.14
C -1.02 0.01 0.92
H -2.29 -0.08 0.61
H -1.26 1.52 -0.87
H 0.98 0.90 0.71
H 2.42 1.57 0.53
H 1.31 0.43 -0.12
H 0.92 -0.83 -1.01
H -0.03 -0.51 1.49
H 0.69 0.77 -2.55
H -1.72 0.17 -0.96
O 1.03 -0.94 3.53

As for the strongest force on any atom: 5.00 eV Å⁻¹. The value obtained for the total energy is -325.825724 Eh. The molar mass comes out at 99.13 g mol⁻¹. The total charge is 0. The SMILES is Cc1ccc[nH]1.O. As for the HOMO energy: -7.60 eV.

***

# 7
C5H9NO | wB97M-V/def2-TZVPD

Last column: Mulliken charge in e.
Element x y z (Å)
C (0.241, 0.078, 2.196)  -1.409
C (-0.639, -0.183, 0.987)  0.326
C (-0.641, 0.880, -0.146)  -0.661
N (-0.064, -0.137, -1.023)  0.154
C (0.582, -0.072, -2.311)  -0.885
C (0.012, -1.100, -0.059)  0.267
O (0.496, -2.208, -0.057)  -0.654
H (1.233, 0.428, 1.886)  0.356
H (0.383, -0.849, 2.761)  0.331
H (-0.199, 0.829, 2.859)  0.356
H (-1.642, -0.508, 1.279)  0.309
H (-1.626, 1.240, -0.468)  0.270
H (0.023, 1.735, 0.035)  0.314
H (1.647, -0.310, -2.209)  0.310
H (0.128, -0.779, -3.011)  0.253
H (0.481, 0.937, -2.718)  0.364

Force components x, y, z for each atom (eV/Å):
C 0.07 0.00 0.04
C -0.11 -0.02 0.06
C -0.06 0.21 0.01
N 0.05 -0.19 0.03
C 0.03 0.04 -0.05
C 0.17 -0.19 0.02
O -0.17 0.31 -0.06
H -0.15 -0.03 0.03
H -0.05 0.15 -0.06
H 0.05 -0.09 -0.07
H 0.14 0.02 -0.05
H 0.15 -0.05 0.05
H -0.08 -0.12 0.01
H -0.12 0.02 -0.09
H 0.07 0.08 0.05
H 0.00 -0.14 0.07

As for the strongest force on any atom: 0.36 eV Å⁻¹. The value obtained for the total energy is -325.902427 Eh. The molar mass comes out at 99.13 g mol⁻¹. The total charge is 0. The SMILES is C[C@H]1CN(C)C1=O. As for the HOMO energy: -9.33 eV.

***

# 8
C5H9NO | wB97M-V/def2-TZVPD

Last column: Mulliken charge in e.
Element x y z (Å)
C (-0.778, -0.498, 0.811)  -1.061
C (-1.227, 0.349, -0.352)  -0.074
N (-0.640, 1.691, -0.307)  -0.588
C (-0.054, 0.676, -1.194)  -0.145
C (1.177, 0.016, -0.617)  -0.846
C (0.764, -0.352, 0.827)  0.241
O (1.402, -1.522, 1.304)  -0.528
H (-1.222, -0.196, 1.765)  0.301
H (-1.066, -1.545, 0.620)  0.413
H (0.709, -2.186, 1.366)  0.323
H (-2.215, 0.203, -0.783)  0.434
H (-1.208, 2.335, -0.850)  0.257
H (-0.157, 0.804, -2.268)  0.431
H (2.066, 0.658, -0.643)  0.306
H (1.408, -0.903, -1.170)  0.273
H (1.042, 0.471, 1.492)  0.263

Force components x, y, z for each atom (eV/Å):
C 0.02 0.04 -0.03
C -0.18 -0.15 0.01
N -0.07 0.27 -0.06
C 0.11 -0.12 -0.22
C -0.05 -0.04 0.02
C -0.17 0.32 -0.05
O -0.06 -0.19 0.09
H 0.04 -0.03 -0.14
H 0.14 0.15 0.02
H 0.28 -0.18 0.05
H 0.16 0.10 0.08
H 0.06 -0.04 0.05
H 0.02 -0.01 0.15
H -0.19 -0.10 0.04
H -0.07 0.11 0.07
H -0.07 -0.14 -0.08

As for the strongest force on any atom: 0.37 eV Å⁻¹. The value obtained for the total energy is -325.872313 Eh. The molar mass comes out at 99.13 g mol⁻¹. The total charge is 0. The SMILES is O[C@H]1C[C@@H]2N[C@@H]2C1. As for the HOMO energy: -9.41 eV.

***

Here are the calculated ΔE to the lowest compared entry with this formula, charge and spin numbers, same order: 3.1127; 0.8918; 5.2264; 4.4397; 5.0561; 3.0431; 0.9559; 1.7753 (eV).
Here are the calculated E_LUMO numbers, same order: 0.75; 0.92; 0.87; 0.79; -0.40; 0.83; 0.90; 1.00 (eV).